The following is a DFT calculation (ωB97M-V/def2-TZVPD) of the molecule C5H11NO.

Structure (XYZ):
```
18
Properties=species:S:1:pos:R:3:forces:R:3
H 0.672272 -0.853670 -2.624001 -0.23 -0.07 0.21
N 1.005735 0.627284 1.061529 0.06 -0.02 0.15
C -0.353372 0.099806 0.765338 -0.14 0.22 -0.11
C 0.003741 -1.145426 -1.796479 -0.10 0.01 0.16
H -0.965599 -1.381534 -2.243894 0.00 0.14 0.25
H -1.424985 0.678979 2.491510 0.01 0.06 -0.28
C 0.056425 0.028089 -0.798094 0.03 0.13 -0.01
O -0.597208 -1.166249 1.322506 0.16 -0.27 -0.20
H -1.087120 2.061204 1.453400 -0.10 -0.21 -0.24
H 0.941276 1.639756 1.107334 0.08 -0.13 0.13
C -1.394381 1.008465 1.443496 0.05 -0.04 -0.19
H 0.442021 -2.074786 -1.403289 -0.21 0.20 0.12
H 2.124188 0.940980 -0.805677 -0.07 0.03 0.15
H -2.408309 0.935364 1.047001 0.14 -0.13 -0.13
C 1.482675 0.234113 -0.272803 0.23 -0.01 -0.17
H -0.316998 0.924332 -1.307364 0.07 -0.03 0.19
H -0.199934 -1.835576 0.754946 0.04 -0.03 0.11
H 2.019574 -0.721130 -0.195460 -0.02 0.14 -0.13
```
Forces are in eV/Å.

## Properties
SMILES string   C[C@@H]1CN[C@]1(C)O
Energy above the lowest of the compared OMol25 structures with the same formula, charge and spin   183.0 kJ/mol
HOMO energy   -9.01 eV
Frontier orbital gap   9.94 eV
E   -327.061654 Eh
Multiplicity   1

And the natural (NBO) charges, in e, turn out to be:
1 H 0.22
2 N -0.63
3 C 0.40
4 C -0.62
5 H 0.22
6 H 0.24
7 C -0.26
8 O -0.71
9 H 0.20
10 H 0.35
11 C -0.64
12 H 0.20
13 H 0.19
14 H 0.22
15 C -0.23
16 H 0.21
17 H 0.47
18 H 0.18

The following is a DFT calculation (ωB97M-V/def2-TZVPD) of a cluster of 3 separate species, C4H10N2O2 in total in a non-equilibrium geometry.

Structure (XYZ):
```
18
Properties=species:S:1:pos:R:3:forces:R:3
C -0.978719 -1.113459 0.072469 -0.78 1.16 0.15
H -0.960691 0.008266 0.174993 0.17 -0.88 -0.13
H 2.046879 -2.499390 -0.247976 -0.40 -0.02 -0.18
H 1.314975 0.214584 -0.882976 0.18 -1.34 -0.31
C -0.133953 2.100644 0.288734 1.24 0.63 -0.47
H -1.312367 1.923298 1.986766 -0.07 -0.02 0.05
N -1.519579 -1.487015 -1.111446 -0.20 -0.44 -0.25
N 0.805025 1.899066 -0.345325 -0.51 -0.04 0.23
H -2.141137 2.563159 0.553137 0.00 0.03 0.10
H 3.234097 -1.258005 -0.416351 0.01 0.31 -0.19
H -1.476321 -2.473534 -1.322443 0.03 0.05 -0.02
H 2.009628 -1.137582 0.853277 -0.08 0.01 -0.15
O -0.727547 -1.844985 0.994223 0.23 -0.32 0.25
C 2.175459 -1.420466 -0.195175 0.51 -0.15 0.66
C -1.209398 2.571324 1.119269 -0.61 -0.03 0.29
O 1.296807 -0.764128 -1.075723 0.20 1.08 -0.03
H -1.431098 -0.868140 -1.899479 0.10 0.04 0.08
H -0.992060 3.586362 1.454027 -0.01 -0.07 -0.06
```
Forces are in eV/Å.

## Properties
SMILES string   CC#N.NC=O.CO
Energy above the lowest of the compared OMol25 structures with the same formula, charge and spin   211.9 kJ/mol
HOMO energy   -9.66 eV
Frontier orbital gap   10.21 eV
E   -418.380252 Eh
Multiplicity   1

And the natural (NBO) charges, in e, turn out to be:
1 C 0.57
2 H 0.08
3 H 0.18
4 H 0.50
5 C 0.34
6 H 0.27
7 N -0.82
8 N -0.38
9 H 0.26
10 H 0.16
11 H 0.39
12 H 0.17
13 O -0.62
14 C -0.25
15 C -0.73
16 O -0.76
17 H 0.39
18 H 0.27

The following is a DFT calculation (ωB97M-V/def2-TZVPD) of a cluster of 12 separate species, C60H60N12 in total in a non-equilibrium geometry.

Structure (XYZ):
```
132
Properties=species:S:1:pos:R:3:forces:R:3
H 1.189613 -5.816003 1.486714 -0.18 0.44 -0.80
C 1.705615 -4.091317 -3.577116 -0.83 0.70 1.44
C -0.697270 4.384994 0.771942 0.93 -0.06 0.09
C -1.576934 0.876780 4.926006 -1.19 -0.51 -2.32
C 1.057913 -2.789619 2.863666 0.22 -1.19 -0.36
H 5.859763 6.282665 -1.169287 -0.29 0.66 0.55
N -4.653634 -1.456847 0.790594 0.51 -0.19 -0.41
N -0.562449 6.670590 1.582063 -0.72 -1.30 -0.45
C -5.870044 -2.020060 -2.424509 0.46 -0.10 -1.11
H -3.302157 -3.127883 3.957416 0.13 0.16 0.14
C 2.852183 4.892253 -0.269482 0.85 -0.61 0.44
H -5.812134 -3.694451 -5.425037 -0.11 -0.08 0.03
H -3.820293 -2.171198 -5.653773 0.02 -0.23 -0.17
C 1.276539 -4.996100 2.184287 -0.02 1.17 1.33
N 0.982093 -3.690875 1.839149 0.57 -1.57 2.00
C 1.711981 -5.419249 3.462614 -0.11 2.27 -1.07
N 2.261029 2.267355 5.509096 0.47 -0.28 0.21
H -5.169317 -1.617111 4.073287 -0.28 0.41 -0.01
H -2.951982 2.325019 1.676148 -0.32 0.12 0.02
C -0.557347 -0.961953 -0.357734 -0.92 -1.43 -0.16
C 2.521220 -4.545510 -0.993563 0.09 1.10 -0.79
C -5.147963 -1.153017 1.980248 -0.22 0.68 -1.40
H -1.704878 -1.003573 -2.182808 -0.18 -0.11 0.04
C -0.968775 -0.481221 -1.589758 -0.31 -1.10 2.18
H -1.331764 6.087970 -0.323547 -0.06 0.38 0.09
H -1.038718 -1.806012 0.113709 -0.17 -0.59 -0.44
C -3.621500 -2.581866 3.082034 0.40 -0.19 -0.12
C 5.759149 0.260852 0.578571 1.19 -0.74 0.46
N -4.035540 -1.319795 -3.801572 -1.34 0.15 -0.47
C 1.398129 -3.103006 4.212484 0.24 -1.00 -1.80
C -0.733947 -2.038881 -5.345146 -0.01 -2.31 -0.11
H 7.450941 -0.625709 1.522389 0.12 -0.38 0.06
C -1.450244 0.048850 3.729947 -1.41 2.60 -0.03
C -3.894949 2.339248 -0.987361 1.17 0.87 -1.51
C 2.193424 0.658694 3.763641 1.05 -1.81 -0.08
C -0.489073 0.752863 -1.924051 0.16 0.81 -2.13
H 0.161447 6.868826 3.590186 -0.22 0.70 -0.27
C -3.668326 4.613770 -1.060844 -0.70 -0.41 -0.29
C -0.694782 -1.849446 -8.094905 0.46 1.70 1.12
H 6.063679 -2.933252 1.812388 0.63 0.25 0.31
C -0.052626 6.215123 2.757573 -0.32 0.82 -1.83
H -1.371757 0.474825 5.907203 0.42 -0.04 0.07
C 4.355881 -2.048650 0.955559 1.53 0.09 0.40
C 5.046214 5.621314 -0.910137 0.09 -2.65 -0.82
C 0.015695 4.027228 1.905412 -0.40 -1.20 -0.85
N -2.163205 2.091615 4.920466 0.87 -0.38 -0.22
H 6.249375 1.204456 0.389657 0.31 0.18 0.17
H 2.151053 -4.710924 5.446930 0.10 0.10 0.17
H -1.039400 -0.949292 3.766133 0.09 0.02 0.00
C 4.143856 0.764339 5.147220 -0.75 -0.45 -0.89
H -0.874578 3.643179 0.007310 -0.30 -0.02 -0.11
C -2.553051 2.607113 3.734974 -0.49 -0.24 1.71
C 2.378633 -5.267973 -3.287300 0.08 0.14 0.48
H -3.011081 3.585179 3.734051 0.15 0.28 0.27
H 6.206917 4.051768 -1.847022 0.11 -0.16 -0.01
C 3.480070 1.820496 5.791744 0.69 -0.61 0.21
C -3.368363 2.259325 -2.310327 -0.13 0.31 0.18
H 3.807122 -0.665557 3.483612 0.58 -0.10 0.21
H 1.691000 -2.487327 -0.701744 -0.10 -0.17 0.31
C -0.405283 -3.009019 -7.413048 0.05 -0.89 1.65
H 1.599000 0.158637 3.013313 0.02 0.14 -0.40
H -1.113410 0.111002 -5.341102 0.31 -0.18 0.47
C -4.818711 -1.141401 -2.701814 0.90 -1.66 -1.30
H -4.096730 1.412003 -0.471702 -0.25 0.01 0.32
H -2.987130 5.504227 -2.939719 0.10 0.43 0.45
N -0.444663 -3.175760 -6.054297 -0.38 2.09 -1.48
C 5.709765 -1.998304 1.403704 -1.16 0.60 -0.74
H 1.404475 -2.330221 4.966907 0.08 0.01 0.03
N -4.036894 3.511834 -0.348792 0.39 0.41 -1.06
H 2.590008 -6.002223 -4.050578 -0.09 0.01 -0.15
H 0.958189 2.249635 -1.494188 0.34 0.12 0.39
H -3.524194 -2.706771 -0.259269 1.15 0.09 -0.13
N 3.093920 3.632981 -0.617164 0.39 -0.11 -0.91
C 2.751735 -5.516759 -1.965792 -0.67 0.48 -0.26
C -4.449216 -2.189386 -4.775981 0.88 1.41 1.67
C 1.628769 1.632807 4.511441 -0.23 1.23 0.30
H -2.147438 0.014718 1.624964 0.50 -0.06 -0.17
H 1.915660 5.189953 0.178513 -0.39 -0.52 -0.05
N 4.552750 0.170906 0.112933 -1.09 0.24 -0.51
C -0.833127 -0.670541 -7.304736 0.06 -1.27 0.80
H 0.624780 1.950934 4.272303 -0.09 0.21 0.15
H 4.402484 2.294350 -1.508631 0.05 -0.07 -0.05
C -5.539532 -3.016189 -4.630028 -0.03 -0.09 0.41
H 0.744479 4.445475 3.768044 0.30 0.65 0.41
H -2.264442 -3.572645 1.835307 0.36 0.17 -0.36
H 3.724892 -2.917808 1.068702 0.14 -0.13 0.11
H -6.343335 -1.927813 -1.458131 -0.29 -0.22 -0.07
C -6.200415 -2.985319 -3.408967 -0.29 1.05 1.12
H 1.284923 -3.900370 -4.553306 0.12 -0.04 -0.17
C -0.911458 5.722239 0.601644 0.73 2.04 2.04
C -3.017774 3.419027 -3.023408 -0.15 -1.44 1.09
H -0.774292 1.119290 -2.899126 0.22 0.54 -0.16
H -7.033401 -3.634884 -3.184042 -0.02 -0.25 -0.18
H -2.586156 3.358635 -4.011577 -0.11 -0.04 -0.11
C 3.864982 -0.958400 0.291860 -0.38 0.54 -0.63
C 4.293237 3.330353 -1.223741 -1.66 0.64 1.51
C -2.014284 0.600776 2.522307 0.01 -0.28 2.52
H 0.883668 -1.784335 2.509511 -0.26 0.32 0.06
C 0.943815 0.687257 -0.007015 0.05 1.04 -0.18
H -4.487808 -0.387099 -2.003300 -0.05 0.00 0.13
C -3.604376 -2.299203 0.737653 -1.85 0.38 -0.66
H -3.906524 5.594529 -0.676453 0.10 -0.06 0.72
C 0.317498 4.917666 2.895609 0.04 -1.97 0.55
H 2.921275 -4.716192 -0.005016 -0.28 0.16 0.17
H 5.110618 0.358017 5.405410 0.14 0.44 0.44
H -3.240538 1.311822 -2.812625 -0.06 -0.22 0.23
C 5.275131 4.277670 -1.349901 0.02 1.39 -0.03
C 0.546734 1.312055 -1.150610 -0.21 0.40 -0.11
H 4.025629 2.229276 6.629400 -0.25 0.60 0.21
C 6.436453 -0.807247 1.199509 -0.98 -0.40 0.20
C 3.817156 5.878088 -0.335844 1.14 1.46 -0.79
H 3.609392 6.901895 -0.061895 -0.32 0.03 0.27
C -4.688503 -1.736242 3.113592 -0.65 0.01 2.27
C -0.835494 -0.778299 -5.887273 -0.68 0.18 -2.13
H 1.640012 1.225922 0.618719 0.51 -0.18 0.21
N 1.365817 -3.157416 -2.635364 1.90 -0.89 0.76
C 3.476278 0.158194 4.098734 -1.55 0.77 -0.57
C -2.601741 1.884226 2.597795 1.30 -1.53 -1.88
H 0.305174 2.988247 1.961367 0.12 -0.16 0.29
C 1.817739 -4.418075 4.462269 -0.65 -0.55 -0.31
H -0.971567 0.323358 -7.703984 -0.05 -0.08 -0.41
H -0.682325 -1.839955 -9.174795 -0.07 0.12 -0.03
C -3.025870 -2.807514 1.870241 0.64 -1.50 0.02
C -3.171100 4.609456 -2.363585 -0.33 0.06 0.00
N 0.422536 -0.486014 0.447894 0.48 0.49 0.62
H 2.049997 -6.443992 3.507927 -0.07 -0.02 0.65
H -0.130624 -3.912061 -7.937899 -0.10 -0.12 -0.27
C 1.893901 -3.314169 -1.366254 -0.70 -1.71 -2.12
H 3.129552 -6.497770 -1.718298 0.35 0.04 0.20
H -0.969009 -2.319996 -4.329211 0.34 0.79 0.45
H 2.901104 -0.957891 -0.195313 -0.24 -0.05 0.29
H -5.958614 -0.443189 1.906805 -0.22 0.06 0.58
```
Forces are in eV/Å.

## Properties
Expectation value of S²   0.760
HOMO energy (alpha / beta)   -0.23 / -4.99 eV
Frontier orbital gap (alpha / beta)   2.51 / 7.27 eV
E   -2979.246447 Eh
Multiplicity   2
Charge   -1

Mulliken atomic charge list, values in e, 99 entries:
1 H 0.38
2 C -0.16
3 C 0.27
4 C -1.14
5 C 0.21
6 H 0.37
7 N -0.20
8 N -0.66
9 C -0.68
10 H 0.39
11 C 0.22
12 H 0.38
13 H 0.36
14 C -0.39
15 N 0.10
16 C -0.49
17 N -0.62
18 H 0.39
19 H 0.36
20 C -1.15
21 C -0.22
22 C -0.44
23 H 0.68
24 C -0.23
25 H 0.41
26 H 0.32
27 C -0.45
28 C -0.21
29 N -0.12
30 C -0.69
31 C -0.20
32 H 0.40
33 C -0.49
34 C -0.19
35 C 0.66
36 C -0.55
37 H 0.39
38 C -0.78
39 C -0.50
40 H 0.42
41 C -0.58
42 H 0.41
43 C 0.05
44 C -0.37
45 C 0.58
46 N -0.60
47 H 0.39
48 H 0.39
49 H 0.64
50 C -0.63
51 H 0.26
52 C -0.29
53 C -0.47
54 H 0.40
55 H 0.37
56 C -0.48
57 C 0.16
58 H 0.45
59 H 0.06
60 C -0.39
61 H 0.12
62 H 0.27
63 C 0.25
64 H 0.45
65 H 0.42
66 N -0.54
67 C -0.86
68 H 0.56
69 N -0.48
70 H 0.39
71 H 0.50
72 H 0.41
73 N -0.01
74 C -0.77
75 C -0.10
76 C -0.57
77 H 0.35
78 H 0.28
79 N -0.03
80 C -0.39
81 H 0.83
82 H 0.53
83 C -0.69
84 H 0.35
85 H 0.42
86 H 0.43
87 H 0.40
88 C -0.27
89 H 0.25
90 C -0.75
91 C -0.55
92 H 0.10
93 H 0.38
94 H 0.40
95 C -0.48
96 C -0.25
97 C 1.18
98 H 0.26
99 C -0.99

The following is a DFT calculation (ωB97M-V/def2-TZVPD) of the ion C2HI2O3P with charge -2 in a non-equilibrium geometry.

Structure (XYZ):
```
9
Properties=species:S:1:pos:R:3:forces:R:3
C 0.506237 0.136687 -0.106979 1.17 -1.41 0.26
C 0.018955 1.296765 -0.029977 -2.59 3.38 0.24
I 1.024898 3.446440 0.006887 0.01 -0.56 0.00
O -0.136744 -2.024113 1.298666 -0.72 0.63 -1.41
O -2.033127 -0.799292 0.049921 -0.90 0.35 -0.34
O -0.197612 -2.111534 -1.280094 -0.53 0.08 -0.11
P -0.686054 -1.427555 -0.025031 1.97 -1.50 1.78
I 2.532714 -0.170032 0.009818 0.50 -0.26 -0.16
H -1.029271 1.652638 0.076790 1.10 -0.70 -0.27
```
Forces are in eV/Å.

## Properties
SMILES string   O=P([O-])([O-])/C(I)=C/I
Energy above the lowest of the compared OMol25 structures with the same formula, charge and spin   20.6 kJ/mol
HOMO energy   -0.42 eV
Frontier orbital gap   5.06 eV
E   -1239.333761 Eh
Multiplicity   1
Charge   -2

And the natural (NBO) charges, in e, turn out to be:
1 C -0.54
2 C -0.22
3 I -0.34
4 O -1.22
5 O -1.22
6 O -1.21
7 P 2.40
8 I 0.10
9 H 0.24

The following is a DFT calculation (ωB97M-V/def2-TZVPD) of a cluster of 3 separate species, C2H11N3O2 in total in a non-equilibrium geometry.

Structure (XYZ):
```
18
Properties=species:S:1:pos:R:3:forces:R:3
H -0.368845 1.459776 0.273497 -0.29 1.14 0.42
H -2.770613 2.685104 -3.025455 1.04 0.49 -0.14
C 0.240676 -0.175511 -0.172477 -0.30 2.98 0.37
H 1.326033 -2.843849 1.094111 0.51 0.16 1.44
N 0.273321 0.354751 -1.515294 -0.10 2.26 1.14
H 1.207004 0.118208 -1.906466 -0.99 0.81 0.11
N -0.157698 0.646101 0.810498 1.24 -4.04 -1.69
O -0.949462 -0.792492 3.697564 0.90 -0.20 -0.25
H 0.093722 1.453915 -1.381872 0.81 -3.34 -1.30
O -1.932095 3.201570 -3.097796 -1.29 0.21 0.59
H 1.970058 -1.123651 1.509119 -0.24 0.28 0.66
N 0.721904 -1.465791 -0.185472 -0.48 2.31 1.98
H 0.645119 -1.774298 -1.118497 0.69 -1.08 -0.75
H -0.647469 -0.876479 2.746554 -1.63 0.45 1.49
C 1.748879 -1.885548 0.799081 -0.44 -2.28 -2.91
H -2.173290 4.058295 -2.684849 0.30 -0.71 -0.40
H -1.895644 -0.845116 3.919196 0.70 -0.08 -1.25
H 2.668401 -2.194985 0.238557 -0.44 0.65 0.48
```
Forces are in eV/Å.

## Properties
SMILES string   [H]/N=C(\N)NC.O.O
Energy above the lowest of the compared OMol25 structures with the same formula, charge and spin   200.5 kJ/mol
HOMO energy   -9.01 eV
Frontier orbital gap   9.65 eV
E   -397.491584 Eh
Multiplicity   1

And the natural (NBO) charges, in e, turn out to be:
1 H 0.32
2 H 0.47
3 C 0.58
4 H 0.21
5 N -0.86
6 H 0.37
7 N -0.76
8 O -0.99
9 H 0.38
10 O -0.94
11 H 0.23
12 N -0.64
13 H 0.39
14 H 0.51
15 C -0.41
16 H 0.47
17 H 0.48
18 H 0.19

The following is a DFT calculation (ωB97M-V/def2-TZVPD) of the molecule C4H8N2 in a non-equilibrium geometry.

Structure (XYZ):
```
14
Properties=species:S:1:pos:R:3:forces:R:3
N -1.725162 0.920449 -0.233989 -0.43 -0.48 -0.06
H 1.682404 -1.071325 1.345424 -0.34 -0.64 0.76
C -0.821664 0.024570 -0.271738 -0.36 -0.21 -0.19
C 1.618287 -0.497775 0.454711 1.35 -1.22 -1.58
H 1.981463 1.648761 -0.110553 -0.68 -0.78 1.44
N 0.468891 0.197340 0.104970 -1.91 -1.52 -0.62
H 1.331211 1.351832 1.682293 0.18 -0.20 -0.83
H -0.187692 -1.884587 -1.241516 -2.28 1.01 0.60
H -1.320796 -1.975395 0.243771 0.21 0.83 -1.89
C 1.443121 0.964291 0.641513 2.10 3.45 -0.06
C -1.141150 -1.382814 -0.753554 1.87 -1.12 1.88
H -2.072111 -1.350578 -1.307633 0.23 -0.28 -0.31
H -1.414361 1.738604 0.265166 0.27 0.49 -0.02
H 2.202222 -0.931474 -0.399418 -0.21 0.66 0.89
```
Forces are in eV/Å.

## Properties
SMILES string   [H]/N=C(/C)N1CC1
Energy above the lowest of the compared OMol25 structures with the same formula, charge and spin   211.0 kJ/mol
HOMO energy   -8.75 eV
Frontier orbital gap   9.67 eV
E   -266.641639 Eh
Multiplicity   1

And the natural (NBO) charges, in e, turn out to be:
1 N -0.72
2 H 0.19
3 C 0.46
4 C -0.22
5 H 0.19
6 N -0.44
7 H 0.19
8 H 0.22
9 H 0.23
10 C -0.20
11 C -0.66
12 H 0.25
13 H 0.33
14 H 0.19

Q: Which formula does entry 2 have?
A: C4H10N2O2